[1]
A structure of composition C37H54Cl2F5N3O2RbSbSi3 in a non-equilibrium geometry. Source: the OMol25 dataset; level of theory: ωB97M-V with the def2-TZVPD basis set.

The geometry in XYZ format:
```
108
Properties=species:S:1:pos:R:3:mulliken_charge:R:1
Rb 0.66061 1.48909 2.37353 0.7075
O -1.39876 0.75608 -2.01634 1.0594
C -2.41945 1.74532 -2.06971 -0.7317
C -1.76209 3.12755 -2.05189 -0.6693
C -1.04589 3.51019 -0.73411 -0.4329
C -2.00446 3.88640 0.36399 0.2808
C -2.30219 5.22769 0.60343 -0.6227
C -3.20505 5.55913 1.59701 -0.4489
C -3.81013 4.53912 2.31550 -0.8595
C -3.44797 3.23672 2.02022 -0.0921
N -2.57486 2.91506 1.07252 0.2486
H -1.50676 0.11796 -1.27189 -0.2709
H -3.13203 1.64013 -1.25116 0.4741
H -2.95911 1.63303 -3.02088 0.2051
H -2.51339 3.89171 -2.27695 0.3472
H -1.02606 3.11344 -2.85998 0.3627
H -0.39222 4.36198 -0.91690 0.6678
H -0.45541 2.65799 -0.39697 -0.1638
H -1.79075 5.99739 0.04159 0.3931
H -3.42865 6.59627 1.81593 0.3775
H -4.52261 4.74669 3.10310 0.4022
H -3.87701 2.40188 2.56748 0.2972
C 1.81312 -2.20021 1.91901 -1.4099
N 1.69849 -1.49567 3.17477 1.1339
C 0.76745 -2.17618 4.05209 -1.1385
C 3.00145 -1.34145 3.80994 -1.1544
C 2.94707 -0.50468 5.07657 0.3208
C 3.75362 -0.87937 6.14953 -0.7065
C 3.71820 -0.16422 7.34054 -0.4777
C 2.84584 0.90897 7.44723 -0.5812
C 2.06953 1.27905 6.35033 -0.5690
C 2.08871 0.61243 5.11349 0.1800
H 2.17203 -3.24048 2.04957 0.3080
H 2.52039 -1.68357 1.26727 0.3096
H 0.84046 -2.23259 1.42190 0.3214
H 1.07613 -3.22010 4.25542 0.2878
H -0.22458 -2.18098 3.59710 0.1701
H 0.71276 -1.63761 4.99637 0.3168
H 3.66379 -0.85406 3.08386 0.3803
H 3.43971 -2.33769 4.02983 0.2273
H 4.41988 -1.73849 6.06546 0.2603
H 4.35049 -0.45138 8.17569 0.3354
H 2.78538 1.46375 8.38183 0.3144
H 1.40581 2.13662 6.47604 0.2848
Cl -4.29050 -2.04721 -0.72227 -0.2701
C -4.15894 -1.58777 0.94800 0.7673
C -5.25662 -1.82522 1.76734 -0.7101
C -5.20574 -1.46955 3.08791 0.9022
Cl -6.60622 -1.78806 4.09537 -0.3462
C -4.07233 -0.83353 3.62794 0.3073
C -3.97057 -0.40867 4.96819 -0.9439
C -2.85149 0.25899 5.37903 -1.0893
C -1.82067 0.48480 4.45707 -0.2437
N -1.85925 0.07383 3.21278 0.8532
C -2.95540 -0.57916 2.77431 -0.3860
C -2.95005 -1.00223 1.38193 -0.4927
O -1.93951 -0.84082 0.64042 -0.7624
H -6.14421 -2.28654 1.35734 0.4278
H -4.78357 -0.60813 5.65355 0.3865
H -2.74972 0.60693 6.39850 0.4331
H -0.91798 1.00086 4.76079 0.2413
C -0.79762 -4.76631 -3.10015 -1.1583
Si 0.81455 -3.84200 -3.48361 0.6208
C 2.11148 -4.73129 -2.40308 -1.1270
C 1.23356 -4.42214 -5.25935 -1.0391
Sb 0.57688 -1.34987 -2.80759 -0.6755
Si 2.95225 -0.79121 -3.72787 0.5951
C 3.64368 -1.33357 -5.43229 -1.2148
C 4.33239 -1.31700 -2.51671 -1.0572
C 3.11345 1.10778 -3.75608 -1.0872
Si -0.58088 -0.54107 -4.98450 0.8140
C -0.36290 1.34800 -5.06090 -0.6310
C -2.45682 -0.82826 -4.99987 -1.1243
C -0.06222 -1.18411 -6.71607 -0.9320
H -0.68611 -5.84689 -3.22246 0.3115
H -1.60775 -4.43671 -3.75158 0.2996
H -1.11189 -4.57388 -2.07287 0.3339
H 2.23936 -5.77129 -2.71183 0.3410
H 1.79553 -4.73050 -1.35883 0.2957
H 3.08780 -4.24532 -2.45319 0.2352
H 1.25212 -5.51340 -5.30339 0.3888
H 2.20892 -4.05791 -5.58788 0.2212
H 0.49278 -4.07123 -5.98005 0.2495
H 3.86753 -2.40234 -5.44372 0.2680
H 4.56443 -0.79315 -5.66212 0.4064
H 2.93341 -1.13811 -6.23649 0.2306
H 4.20664 -2.34609 -2.17538 0.2314
H 4.32018 -0.67504 -1.63414 0.3056
H 5.32142 -1.23566 -2.97278 0.3050
H 2.53925 1.55137 -4.57101 0.2699
H 4.15577 1.41436 -3.87173 0.3831
H 2.74051 1.53562 -2.82290 0.2758
H -0.29900 1.73410 -4.04396 -0.3847
H -1.21215 1.83082 -5.54908 0.3938
H 0.54536 1.64274 -5.58992 0.5142
H -2.88697 -0.53107 -4.04540 0.1535
H -2.70139 -1.88178 -5.15274 0.3453
H -2.94468 -0.24687 -5.78611 0.3589
H 1.02075 -1.22361 -6.83534 0.0706
H -0.46354 -0.53958 -7.50125 0.3493
H -0.44836 -2.19155 -6.88352 0.2761
F 1.68489 3.41112 1.05348 -0.2829
C 1.05785 4.59485 1.58824 -0.8947
F 0.03444 4.03013 2.42387 -0.2878
C 2.07306 5.09308 2.58991 1.1719
F 2.43581 4.24686 3.59528 -0.2255
F 3.23024 5.44518 1.97869 -0.3121
F 1.61726 6.21140 3.20879 -0.3013
```

Calculated values
HOMO level, eV: -1.4
Charge: -2
Frontier orbital gap, eV: 5.177
E_LUMO, eV: 3.75
Energy relative to the best compared isomer or geometry (same formula, charge and spin), kJ/mol: 112.5

[2]
A structure of composition C37H54InN3O3PSi in a non-equilibrium geometry. Source: the OMol25 dataset; level of theory: ωB97M-V with the def2-TZVPD basis set.

The geometry in XYZ format:
```
100
Properties=species:S:1:pos:R:3:mulliken_charge:R:1
In -0.60892 1.32006 -0.07146 1.2786
C 3.34302 -0.14977 4.07276 -1.7416
C 2.55663 0.71192 3.09511 0.8448
C 1.04911 0.57575 3.28493 -1.2049
C 2.96417 0.46921 1.65139 1.3742
C 4.44132 0.31409 1.31394 -0.4900
O 4.39163 -0.54636 0.02483 -0.4965
C 3.17254 -1.20173 0.14369 0.2099
N 2.37548 -0.77669 1.06001 0.1565
C 3.04254 -2.40437 -0.69969 -0.2118
C 4.23766 -2.88332 -1.28395 -0.6786
C 4.32662 -4.24354 -1.64225 -0.6266
C 3.22823 -5.09529 -1.46491 -0.8516
C 2.02902 -4.57612 -0.96473 -0.3421
C 1.87282 -3.22370 -0.72370 0.6351
P 0.17716 -2.61819 -0.41287 0.6571
C -0.80166 -3.20653 -1.88022 0.9831
C -1.17989 -4.54712 -1.99575 -0.2545
C -1.88986 -4.99968 -3.09004 -0.7627
C -2.30169 -4.13443 -4.13090 -0.7012
C -1.85750 -2.80935 -4.03980 -0.5281
C -1.14608 -2.38238 -2.93404 -0.6078
C -0.30677 -3.72355 0.94507 0.8397
C 0.64071 -3.94598 1.94703 -0.6457
C 0.40391 -4.89188 2.94978 -0.5270
C -0.78067 -5.59892 2.97384 -0.7023
C -1.77197 -5.35942 2.00405 -0.7033
C -1.54260 -4.40087 1.00979 -0.7081
H 2.75085 -0.39659 4.94747 0.4363
H 4.19120 0.36415 4.46972 0.3818
H 3.74365 -1.11834 3.73141 0.3235
H 2.75537 1.78962 3.27602 0.2894
H 0.73847 -0.49472 3.31800 0.2794
H 0.41800 1.15231 2.56746 -0.1864
H 0.85230 1.00182 4.27632 0.5367
H 2.55233 1.30398 1.04475 -1.4710
H 4.97539 -0.28806 2.07327 0.3997
H 4.96795 1.26316 1.14305 0.2628
H 5.08317 -2.18992 -1.30025 0.5036
H 5.26009 -4.66216 -2.01058 0.4009
H 3.27643 -6.16696 -1.69918 0.4183
H 1.19466 -5.21778 -0.69674 0.3292
H -0.94231 -5.31255 -1.27238 0.2383
H -2.19312 -6.03209 -3.08207 0.4252
H -2.88956 -4.47145 -4.96775 0.4603
H -2.06232 -2.09976 -4.84080 0.4100
H -0.88222 -1.31781 -2.86538 0.2345
H 1.58606 -3.40621 1.90279 0.3064
H 1.19542 -5.05631 3.67359 0.4590
H -0.94498 -6.41486 3.70146 0.3459
H -2.72613 -5.88572 2.02406 0.4545
H -2.31409 -4.15115 0.27022 0.5662
C -5.11154 -2.03870 -0.62767 -0.6697
N -4.93890 -2.13208 0.81107 -0.2774
C -3.79087 -1.73005 1.43151 0.5129
N -3.79343 -1.89806 2.80277 -0.4654
O -2.79440 -1.21861 0.88753 -0.3945
H -5.04502 -2.97751 -1.22292 0.2699
H -4.24213 -1.42966 -0.91600 0.1167
H -6.03329 -1.56197 -0.88070 0.3401
H -5.72083 -2.39237 1.40508 0.1956
H -4.57500 -2.36571 3.24966 0.1867
H -2.86594 -2.00809 3.20020 0.2440
C -3.35635 2.14354 1.96041 -0.9977
C -2.82452 1.77323 0.62381 0.4476
O -3.60581 1.66674 -0.30838 -0.3948
H -4.05972 3.00024 1.93487 0.3537
H -2.49546 2.42495 2.58479 0.1979
H -3.82697 1.26711 2.46822 0.2669
C -1.06239 5.16390 0.54680 -1.1837
Si -0.28135 4.08042 -0.69806 -0.3883
C -0.96332 4.64768 -2.39429 2.0797
C -0.03607 4.33354 -3.58495 -1.7493
C -2.26701 3.88623 -2.60448 -1.5428
C -1.18593 6.17338 -2.43869 -1.7718
C 1.63004 4.11580 -0.45750 2.0617
C 2.31876 5.36275 -1.06035 -1.6635
C 1.90429 4.11419 1.10018 -1.6758
C 2.26953 2.87413 -1.12181 -1.8920
H -0.36918 6.01437 0.78124 0.3218
H -1.26039 4.64675 1.47627 0.3610
H -2.03924 5.55475 0.21688 0.4148
H 0.20816 3.26618 -3.63630 0.2668
H 0.90514 4.92472 -3.69302 0.2774
H -0.61428 4.58869 -4.49278 0.5454
H -2.14441 2.78628 -2.63053 0.2419
H -2.71163 4.17863 -3.56792 0.4976
H -2.99140 4.11356 -1.80713 0.2954
H -0.25549 6.80066 -2.40313 0.3154
H -1.83234 6.50112 -1.59087 0.3058
H -1.71810 6.42996 -3.33087 0.5541
H 1.96799 6.31036 -0.62301 0.3234
H 2.26523 5.37709 -2.14650 0.2947
H 3.38216 5.21623 -0.79708 0.5393
H 1.26635 3.42497 1.65348 0.2118
H 2.94522 3.88098 1.29967 0.5288
H 1.76039 5.12573 1.53303 0.5409
H 2.39968 3.02659 -2.21074 0.3937
H 1.71964 1.95822 -0.98084 0.1091
H 3.21854 2.73468 -0.56738 0.4551
```

Calculated values
HOMO level (spin up / spin down), eV: -10.1 / -9.8
Charge: +1
Frontier orbital gap (spin up / spin down), eV: 5.487 / 5.111
E_LUMO (spin up / spin down), eV: -4.60 / -4.72
Energy relative to the best compared isomer or geometry (same formula, charge and spin), kJ/mol: 282.0